Computed, not measured: an isolated molecule of C4H7NO in a non-equilibrium geometry, with wB97M-V/def2-TZVPD.

XYZ file:
```
13
Properties=species:S:1:pos:R:3:nbo_charge:R:1
C 0.8348 -0.1220 1.3845 -0.616
C 0.5336 -0.2134 -0.1141 -0.110
C -0.7750 -0.8167 -0.5910 -0.097
O -1.6362 0.3561 -0.8121 -0.498
C -0.7174 1.3488 -0.9891 0.373
N 0.4995 1.1344 -0.7025 -0.472
H 1.8108 0.3620 1.5029 0.226
H 0.8967 -1.1196 1.8338 0.207
H 0.1050 0.4724 1.9469 0.212
H 1.2841 -0.8617 -0.5684 0.199
H -1.1304 -1.6200 0.0723 0.203
H -0.6361 -1.2300 -1.5943 0.181
H -1.0694 2.3098 -1.3690 0.192
```

The calculation puts the energy above the lowest of the compared OMol25 structures with the same formula, charge and spin at 121.5 kJ/mol. The energy comes out at -286.58538 Ha. The LUMO energy comes out at 1.01 eV. For the gap between HOMO and LUMO, the calculation gives 10.75 eV. As for the SMILES: C[C@H]1COC=N1.

Computed, not measured: a structure of composition C31H56F6N3O7S2SbSn in a non-equilibrium geometry, with wB97M-V/def2-TZVPD.

XYZ file:
```
107
Properties=species:S:1:pos:R:3:mulliken_charge:R:1
Sn -0.0847 -1.7519 -2.5602 1.299
C 3.8809 -3.6498 1.4748 -1.384
C 4.5338 -2.3852 2.0054 1.069
C 4.2073 -2.1663 3.5048 -1.574
C 4.2058 -1.1975 1.1299 0.549
C 4.0351 0.1099 1.6238 -0.709
C 3.6027 1.1508 0.8430 -0.497
C 3.5391 1.0713 -0.5454 0.774
C 3.2109 2.2274 -1.3851 -1.548
C 3.8488 -0.2168 -1.0789 -0.528
C 4.1560 -1.2816 -0.2457 -0.520
H 4.1378 -4.5078 2.1334 0.448
H 4.2362 -3.9128 0.4923 0.391
H 2.8149 -3.5715 1.3198 0.183
H 5.5816 -2.6195 2.0122 0.188
H 3.1373 -1.8841 3.6124 0.334
H 4.8488 -1.4438 3.9976 0.366
H 4.3389 -3.1151 4.0903 0.390
H 4.2228 0.4057 2.6569 0.251
H 3.3415 2.0381 1.3996 0.369
H 3.7165 3.1643 -1.0944 0.413
H 2.0932 2.4323 -1.4762 0.002
H 3.4457 2.0324 -2.4137 0.355
H 4.0148 -0.4344 -2.1326 0.352
H 4.4319 -2.1989 -0.7619 0.372
N -1.1728 -1.0956 -4.6278 -0.579
C -0.7753 0.2172 -5.0856 -0.370
C -1.2358 1.3231 -4.1389 -0.710
C -0.5032 1.4566 -2.7943 0.522
O -0.4211 2.4767 -2.1288 -0.649
O -0.0051 0.3339 -2.2699 -0.494
H -0.9208 -1.8522 -5.3183 0.274
H -2.1910 -1.1607 -4.4915 0.300
H -1.1780 0.3522 -6.0964 0.457
H 0.3123 0.2500 -5.2063 0.102
H -2.2865 1.1426 -3.8371 0.221
H -1.2318 2.2481 -4.7065 0.371
C 0.2136 -5.5722 -0.3109 -0.510
N -0.7286 -4.9471 0.6478 0.239
C -1.6159 -5.8653 1.3156 -1.165
C -0.8129 -3.5723 0.7959 0.967
C -1.7988 -3.1824 1.7985 -1.571
O -0.0974 -2.7769 0.1445 -0.723
H 0.5414 -6.5123 0.1581 0.390
H 1.0199 -3.8565 -0.3426 0.229
H -0.3564 -5.9016 -1.2133 0.337
H -1.5118 -6.8048 0.7479 0.472
H -2.6587 -5.5055 1.2886 0.302
H -1.3085 -5.9493 2.3666 0.314
H -1.7659 -2.1105 2.0111 0.256
H -1.6751 -3.7331 2.7664 0.355
H -2.8263 -3.4960 1.5263 0.416
F 0.1086 -6.4622 -6.4224 -0.213
C 1.3065 -5.8356 -6.3977 0.428
F 1.3792 -4.9837 -7.4586 -0.209
F 2.3185 -6.7627 -6.4201 -0.224
S 1.5077 -4.8657 -4.5071 0.504
O 1.2141 -4.7780 -0.7014 -0.467
O 0.1362 -4.3799 -4.2467 -0.578
N 2.5569 -3.8738 -5.0834 -0.426
S 2.9366 -2.4673 -4.3951 0.920
O 1.7589 -1.7502 -3.8881 -0.133
O 4.1014 -2.6077 -3.5450 -0.629
C 3.6442 -1.3008 -5.7053 0.458
F 4.9576 -1.5870 -5.8959 -0.186
F 2.9732 -1.3825 -6.9023 -0.204
F 3.5050 -0.0496 -5.1354 -0.180
C -3.1040 3.1838 5.1802 -1.465
C -2.0958 2.3818 4.3876 1.122
C -2.5350 0.9368 4.2807 -1.340
C -0.6311 2.5575 4.6850 -1.494
Sb -2.3782 3.1951 2.1705 0.504
C -0.9298 4.8855 1.4946 1.277
C -1.1558 5.9829 2.5490 -1.488
C 0.3918 4.1711 1.6164 -1.764
C -1.2994 5.2811 0.1159 -1.416
C -4.5055 3.0780 1.1623 1.034
C -4.2220 3.0026 -0.3520 -1.400
C -5.0963 1.8060 1.6667 -1.540
C -5.1189 4.3566 1.6661 -1.458
H -3.0694 2.8610 6.2324 0.419
H -4.1055 3.1157 4.7585 0.252
H -2.9578 4.2928 5.1733 0.326
H -2.1802 0.5081 5.2710 0.463
H -1.9561 0.3772 3.5170 0.221
H -3.5861 0.7405 4.0498 0.262
H -0.4251 2.0922 5.6910 0.522
H -0.3508 3.6258 4.7703 0.234
H 0.0255 2.0391 3.9022 0.259
H -0.8733 5.7183 3.5601 0.264
H -2.2094 6.3472 2.5116 0.293
H -0.4470 6.7836 2.2628 0.481
H 0.6526 3.9445 2.6553 0.235
H 1.1439 4.7806 1.0768 0.523
H 0.3965 3.2764 0.9883 0.444
H -2.3191 5.6826 0.1045 0.278
H -1.1630 4.4116 -0.5831 0.232
H -0.6381 6.0624 -0.2466 0.551
H -3.3552 2.3717 -0.5377 0.260
H -4.0941 4.0220 -0.7280 0.310
H -5.0366 2.4952 -0.8802 0.491
H -4.5055 0.9245 1.3900 0.320
H -6.1081 1.6931 1.2066 0.513
H -5.2858 1.7962 2.8005 0.235
H -4.4311 5.1729 1.5469 0.329
H -5.2757 4.3204 2.7355 0.339
H -6.0773 4.6113 1.2514 0.415
```

The energy comes out at -3755.70884 Ha. The LUMO energy comes out at -0.55 eV. For the gap between HOMO and LUMO, the calculation gives 5.42 eV.

Computed, not measured: a structure of composition C37H53KN11O5PSe2 in a non-equilibrium geometry, with wB97M-V/def2-TZVPD.

XYZ file:
```
110
Properties=species:S:1:pos:R:3:mulliken_charge:R:1
K 1.3844 -1.0028 -0.2399 1.811
N 1.0062 2.2302 1.1943 0.504
N 2.1337 2.4356 1.9950 -0.347
C 3.1355 1.5383 1.9701 0.172
N 4.2405 1.8003 2.6709 -0.339
N 2.8805 0.4379 1.2662 -0.334
N 3.8545 -0.5099 1.1375 1.155
O 3.4647 -1.5434 0.6026 -0.635
O 5.0119 -0.3212 1.4975 -0.811
H 1.1003 2.7315 0.3085 -0.258
H 0.1737 2.5122 1.6910 0.048
H 2.3445 3.3631 2.3301 0.214
H 4.3712 2.7011 3.0956 0.164
H 5.0278 1.1866 2.5225 0.252
C 3.6970 -3.8338 -1.8849 -0.576
O 2.8162 -3.4143 -2.9366 -0.439
C 1.6144 -2.9835 -2.5406 0.378
O 1.2657 -2.9609 -1.3677 -0.802
H 4.5570 -4.2618 -2.3887 0.278
H 3.2142 -4.5778 -1.2565 0.279
H 4.0035 -2.9875 -1.2761 0.134
C -1.0090 1.2534 -3.3653 -0.972
O -0.9381 1.1818 -1.9324 0.436
H -2.0392 1.2152 -3.7253 0.297
H -0.4648 0.4368 -3.8467 0.175
H -0.5431 2.1970 -3.6582 0.485
H -1.2599 0.2982 -1.6990 -0.178
Se -2.8185 -1.6779 -2.4585 0.058
N -2.6757 -1.7397 -4.2723 -0.958
C -1.4181 -2.0237 -4.5707 0.567
C -0.8649 -2.1354 -5.8482 -0.991
C 0.5227 -2.4218 -5.9712 -0.326
C 1.3630 -2.6318 -4.9498 -0.974
N 0.8408 -2.5759 -3.5913 0.593
C -0.5207 -2.1910 -3.3722 0.578
N -1.0161 -1.9835 -2.2068 -0.232
H -1.4952 -2.0019 -6.7158 0.434
H 0.9610 -2.4804 -6.9609 0.350
H 2.4052 -2.8623 -5.0444 0.431
N 2.7440 1.0516 -2.1007 -0.240
C 3.9757 0.6409 -2.6438 0.593
C 5.1321 0.6721 -1.8692 -0.249
C 6.3324 0.1965 -2.3804 -0.645
C 6.3960 -0.3189 -3.6689 -0.622
C 5.2364 -0.3582 -4.4364 -0.550
C 4.0340 0.1149 -3.9324 -0.285
H 2.0443 1.3501 -2.7655 0.058
H 2.8192 1.7323 -1.3589 -0.038
H 5.0891 1.0604 -0.8555 0.319
H 7.2220 0.2243 -1.7615 0.398
H 7.3324 -0.6882 -4.0676 0.380
H 5.2629 -0.7689 -5.4390 0.403
H 3.1295 0.0551 -4.5287 0.314
C 0.8074 -2.4051 3.1263 -2.249
C -0.3725 -1.5019 3.5189 2.150
C 0.1940 -0.1466 3.9613 -2.120
C -1.1074 -2.1705 4.6777 -1.802
P -1.3263 -1.2469 1.9101 0.991
C -2.0745 -2.9024 1.6458 0.257
C -1.5050 -3.6735 0.6294 -0.995
C -1.9814 -4.9495 0.3425 -0.538
C -3.0471 -5.4689 1.0588 -0.706
C -3.6367 -4.7095 2.0654 -0.794
C -3.1530 -3.4422 2.3548 -0.264
C -2.7656 -0.0746 2.2042 2.132
C -2.2317 1.3414 1.9284 -1.380
C -3.8139 -0.3745 1.1277 -1.727
C -3.4315 -0.0566 3.5789 -1.990
H 1.4718 -2.5373 3.9876 0.520
H 1.3959 -1.9658 2.3177 0.552
H 0.4693 -3.3933 2.8040 0.383
H 0.9425 -0.3003 4.7478 0.591
H -0.5783 0.5099 4.3676 0.238
H 0.6786 0.3692 3.1264 0.294
H -0.3917 -2.3640 5.4857 0.526
H -1.5336 -3.1305 4.3833 0.347
H -1.9029 -1.5499 5.0868 0.294
H -0.7034 -3.2681 0.0228 0.941
H -1.5274 -5.5215 -0.4576 0.484
H -3.4295 -6.4562 0.8285 0.383
H -4.4761 -5.1050 2.6245 0.461
H -3.6259 -2.8739 3.1463 0.135
H -1.7211 1.3932 0.9603 -0.106
H -1.5371 1.6613 2.7129 0.292
H -3.0675 2.0468 1.9167 0.177
H -3.3661 -0.4602 0.1340 0.112
H -4.5328 0.4530 1.0944 0.429
H -4.3599 -1.2985 1.3258 0.409
H -2.7493 0.2686 4.3651 0.436
H -3.8468 -1.0223 3.8676 0.226
H -4.2613 0.6608 3.5515 0.481
C -0.1476 5.8775 1.2031 -1.141
N -1.0478 5.0460 0.4305 0.259
C -0.7444 4.4204 -0.7459 -0.432
Se 0.8732 4.3717 -1.6355 -0.234
N -1.8775 3.8013 -1.1284 0.112
C -2.9033 3.9866 -0.2111 0.197
C -4.2061 3.5226 -0.1634 -0.525
C -4.9674 3.9083 0.9313 -0.685
C -4.4398 4.7293 1.9350 -0.692
C -3.1301 5.1890 1.8770 -0.551
C -2.3773 4.7936 0.7839 0.796
H 0.8235 5.8585 0.7157 0.302
H -0.0694 5.4942 2.2226 0.358
H -0.5137 6.9036 1.2388 0.378
H -1.8691 3.1231 -1.8761 0.103
H -4.6061 2.8785 -0.9375 0.469
H -5.9917 3.5665 1.0100 0.409
H -5.0642 5.0117 2.7732 0.393
H -2.7196 5.8221 2.6541 0.456
```

The calculation puts the energy above the lowest of the compared OMol25 structures with the same formula, charge and spin at 231.4 kJ/mol. The energy comes out at -8164.29751 Ha. The LUMO energy comes out at -0.44 eV. For the gap between HOMO and LUMO, the calculation gives 4.37 eV.

Computed, not measured: a structure of composition C6H19N6O4Tl in a non-equilibrium geometry, with wB97M-V/def2-TZVPD.

XYZ file:
```
36
Properties=species:S:1:pos:R:3:nbo_charge:R:1
Tl 0.7877 -0.3381 0.0467 1.059
C -3.3069 2.4357 -1.4412 -0.626
C -1.8061 2.7549 -1.3854 -0.001
C -1.4441 4.1744 -1.1168 -0.638
O -1.0684 1.9094 -0.4547 -0.104
H -3.5730 1.4766 -1.8854 0.265
H -3.7635 3.2530 -1.9995 0.260
H -3.8279 2.7209 -0.5272 0.273
H -1.5199 2.6804 -2.4345 0.403
H -1.9010 4.9338 -1.7514 0.274
H -0.3987 4.4057 -1.3210 0.257
H -1.6269 4.4329 -0.0738 0.268
C 0.6794 1.1098 -3.7775 0.752
O 0.5976 0.5286 -2.7300 -0.676
N 0.4751 0.6231 -4.9571 -0.781
N 1.2019 2.3202 -3.8600 -0.788
H 0.1651 -0.3370 -5.0046 0.431
H 0.6941 1.2240 -5.7388 0.413
H 1.5508 2.7116 -2.9967 0.409
H 1.1605 2.9151 -4.6751 0.413
C 1.2423 -3.9904 0.9928 0.780
O 0.8709 -3.2348 0.0755 -0.716
N 2.3145 -3.8518 1.7852 -0.812
N 0.6800 -5.0620 1.3417 -0.767
H 2.2571 -4.3152 2.6808 0.387
H 2.9494 -3.0846 1.6167 0.404
H -0.2501 -5.1006 0.9499 0.417
H 0.9549 -5.5029 2.2078 0.400
C 0.6212 -1.4689 4.0076 0.777
O 0.3195 -1.3889 2.7939 -0.743
N 0.5613 -2.5003 4.8026 -0.794
N 0.8085 -0.3908 4.8034 -0.800
H 0.9673 -2.4360 5.7252 0.408
H 0.3805 -3.3767 4.3345 0.404
H 1.0065 0.4636 4.3024 0.405
H 1.2405 -0.6947 5.6642 0.386
```

The calculation puts the energy above the lowest of the compared OMol25 structures with the same formula, charge and spin at 258.0 kJ/mol. The energy comes out at -1041.29213 Ha. The LUMO energy comes out at -12.28 eV. The net charge is +2. For the gap between HOMO and LUMO, the calculation gives 3.02 eV.